[1]
A cluster of 3 separate species, C4H11NO2 in total in a non-equilibrium geometry. Source: the OMol25 dataset; level of theory: ωB97M-V/def2-TZVPD.

Structure (XYZ):
```
18
Properties=species:S:1:pos:R:3:lowdin_charge:R:1
C -1.9096 1.0535 0.4387 -0.094
C -1.1705 -1.0295 -0.6295 -0.114
N -0.8179 0.1523 0.1322 -0.146
O 0.2333 -1.0156 1.7729 -0.325
H 0.0432 -0.4066 2.4986 -0.060
H -1.5290 1.9093 0.9958 0.085
H -2.6389 0.5195 1.0512 0.092
H -2.4242 1.4193 -0.4605 0.084
H -1.6303 -0.7813 -1.5946 0.086
H -1.8689 -1.6220 -0.0387 0.091
H -0.2762 -1.6265 -0.7924 0.080
C 2.4752 0.0154 -0.1124 -0.050
C 1.6959 0.5352 -1.2587 -0.176
O 1.8409 0.5352 -2.4247 0.149
H 0.0257 0.6166 -0.2161 0.032
H 3.2959 -0.6237 -0.4495 0.092
H 2.8872 0.8680 0.4304 0.093
H 1.7681 -0.5192 0.6573 0.082
```

The value obtained for the strongest force on any atom is 0.0352 hartree/bohr. Its charge is 0. The calculation puts the total energy at -9905.15364 eV. The orbital gap (spin up / spin down) is 4.468 / 4.466 eV. The energy above the lowest of the compared OMol25 structures with the same formula, charge and spin is 163.5 kcal/mol.

---

[2]
A cluster of 2 separate species, C4H11NO2 in total in a non-equilibrium geometry. Source: the OMol25 dataset; level of theory: ωB97M-V/def2-TZVPD.

Structure (XYZ):
```
18
Properties=species:S:1:pos:R:3:lowdin_charge:R:1
C -0.4061 -0.0942 -0.9638 -0.085
C -0.5092 0.3929 0.4819 -0.413
N -1.8003 1.1625 0.6509 0.018
C -0.5394 -0.7901 1.4572 -0.135
C 0.6556 -0.8681 2.3794 -0.275
O 1.4278 -1.7819 2.3956 0.062
H 0.4724 -0.7093 -1.1785 0.076
H -0.3767 0.7329 -1.6684 0.069
H -1.2618 -0.7139 -1.2351 0.084
H 0.2934 1.1148 0.6146 0.131
H -2.3598 0.9997 -0.1898 0.061
H -1.5567 2.1372 0.4999 0.059
H -0.5433 -1.7358 0.9354 0.109
H -1.4736 -0.7671 2.0166 0.116
H 0.7461 0.0193 3.0502 0.127
O 2.3787 -0.0408 -2.9157 -0.063
H 3.0116 0.2083 -3.6037 0.041
H 1.8415 0.7338 -2.7266 0.017
```

The value obtained for the strongest force on any atom is 0.0313 hartree/bohr. Its SMILES is C[C@@H](N)CC=O.O. Its charge is 0. The calculation puts the total energy at -9910.72707 eV. The orbital gap is 10.229 eV. The energy above the lowest of the compared OMol25 structures with the same formula, charge and spin is 34.9 kcal/mol.